# 1
{
  "formula": "C40H48HgN5O7P2S",
  "method": "ωB97M-V/def2-TZVPD",
  "homo_lumo_gap_ev": [3.45, 6.09],
  "total_energy_ev": -97628.0395,
  "charge": -2,
  "multiplicity": 2,
  "lumo_ev": [3.83, 3.83],
  "homo_ev": [0.4, -2.3],
  "species": ["Hg", "C", "C", "C", "P", "C", "C", "C", "C", "C", "C", "C", "C", "C", "C", "N", "C", "C", "C", "C", "C", "C", "C", "P", "C", "C", "C", "C", "C", "C", "H", "H", "H", "H", "H", "H", "H", "H", "H", "H", "H", "H", "H", "H", "H", "H", "H", "H", "H", "H", "H", "H", "H", "H", "H", "H", "H", "H", "H", "H", "H", "H", "H", "H", "H", "H", "H", "H", "H", "H", "O", "C", "O", "C", "C", "C", "C", "C", "C", "O", "N", "O", "O", "N", "O", "O", "H", "H", "N", "C", "N", "C", "C", "C", "C", "C", "C", "S", "H", "H", "H", "H", "H", "H"],
  "positions_angstrom": [[-0.0206, 0.0754, 0.4265], [4.8829, -0.9372, 1.3615], [3.3694, -1.0829, 1.1947], [2.7274, -0.8826, 2.5655], [2.4410, -0.0735, -0.0502], [2.8466, -0.6687, -1.7442], [4.3131, -0.9686, -2.0282], [2.2846, 0.3340, -2.7501], [3.0138, 1.6440, 0.0553], [4.3483, 2.0047, 0.2519], [4.7522, 3.3047, 0.4873], [6.1972, 3.6533, 0.7041], [3.7479, 4.2771, 0.5617], [2.4312, 3.9718, 0.3193], [2.0192, 2.6601, -0.0298], [0.7572, 2.3345, -0.3963], [-0.0323, 3.1963, -1.0855], [0.4963, 4.1959, -1.9438], [-0.3030, 5.1070, -2.5913], [-1.6916, 5.0849, -2.4537], [-2.5737, 6.0885, -3.1414], [-2.2233, 4.0572, -1.6939], [-1.4516, 3.0904, -1.0470], [-2.1749, 1.6510, -0.2080], [-3.0427, 2.2873, 1.2984], [-4.2590, 3.1827, 1.0834], [-3.3922, 1.1009, 2.1991], [-3.4471, 0.9189, -1.3461], [-2.7153, 0.0216, -2.3461], [-4.4217, 1.8189, -2.1044], [5.2238, -1.7211, 2.0418], [5.1277, 0.0164, 1.8268], [5.4506, -1.0285, 0.4367], [3.1591, -2.1044, 0.8474], [2.8574, 0.1526, 2.8960], [3.2137, -1.5308, 3.2979], [1.6607, -1.0802, 2.6013], [2.2734, -1.5948, -1.8358], [4.9401, -0.0865, -1.8717], [4.4216, -1.2693, -3.0735], [4.6919, -1.7821, -1.4111], [2.8806, 1.2502, -2.7531], [1.2574, 0.6119, -2.5179], [2.3022, -0.0995, -3.7513], [5.1086, 1.2382, 0.2133], [6.8451, 2.8278, 0.4053], [6.4109, 3.8723, 1.7545], [6.4921, 4.5316, 0.1248], [4.0132, 5.3010, 0.8096], [1.6804, 4.7497, 0.3615], [1.5684, 4.2458, -2.0776], [0.1628, 5.8579, -3.2235], [-2.0785, 7.0576, -3.2320], [-3.5010, 6.2412, -2.5868], [-2.8495, 5.7690, -4.1512], [-3.2999, 4.0022, -1.6033], [-2.2562, 2.8761, 1.7874], [-5.0783, 2.6227, 0.6311], [-4.0396, 4.0497, 0.4587], [-4.6166, 3.5480, 2.0503], [-4.0953, 0.4234, 1.7083], [-3.8656, 1.4547, 3.1185], [-2.5057, 0.5273, 2.4614], [-4.0186, 0.2656, -0.6747], [-1.9447, 0.5904, -2.8756], [-3.4181, -0.3607, -3.0906], [-2.2989, -0.8436, -1.8366], [-3.9006, 2.3912, -2.8727], [-4.9704, 2.5144, -1.4704], [-5.1507, 1.1825, -2.6122], [-0.1772, -2.0132, 4.0242], [-0.7371, -1.4748, 3.0613], [-0.4013, -0.3006, 2.6399], [-1.8975, -2.2123, 2.4250], [-2.6994, -2.9220, 3.3144], [-3.8070, -3.6126, 2.8576], [-4.0985, -3.7139, 1.4957], [-3.2702, -3.0944, 0.5717], [-2.1953, -2.2154, 1.0314], [-1.5791, -1.4871, 0.1703], [-3.5336, -3.3023, -0.7918], [-4.6473, -3.8292, -1.1081], [-2.6220, -3.1457, -1.6766], [-4.6632, -4.2711, 3.8098], [-4.4125, -4.1630, 5.0206], [-5.6269, -4.9251, 3.3889], [-2.4576, -2.9064, 4.3659], [-4.9324, -4.2932, 1.1360], [-0.0484, -2.5885, -2.7691], [0.4472, -3.4254, -1.8178], [0.7457, -3.0538, -0.6180], [1.1518, -4.1418, 0.1349], [1.4136, -4.1110, 1.5048], [1.8028, -5.2770, 2.1372], [1.9310, -6.4722, 1.4279], [1.6452, -6.5260, 0.0737], [1.2492, -5.3598, -0.5626], [0.7470, -5.1165, -2.2114], [-0.5030, -1.8140, -2.3000], [-0.7393, -3.0519, -3.3452], [1.2667, -3.1996, 2.0667], [1.9829, -5.2608, 3.2041], [2.2249, -7.3759, 1.9475], [1.7076, -7.4608, -0.4686]],
  "atomic_forces_ev_per_a": [[-0.14, -0.17, 0.12], [0.06, -0.03, -0.08], [-0.05, -0.19, -0.11], [-0.01, 0.09, 0.08], [0.19, 0.28, 0.17], [-0.18, -0.11, -0.08], [0.02, 0.06, 0.02], [0.05, 0.05, -0.03], [-0.14, -0.02, 0.01], [0.04, -0.10, 0.06], [-0.08, 0.12, 0.01], [0.09, 0.02, 0.01], [0.04, -0.03, 0.02], [0.01, 0.01, -0.06], [0.02, -0.15, -0.18], [0.08, 0.28, 0.05], [0.01, 0.08, 0.03], [0.03, -0.03, 0.04], [-0.07, 0.03, -0.05], [0.08, -0.01, 0.03], [-0.05, 0.06, -0.05], [-0.09, -0.01, -0.04], [-0.09, 0.02, 0.04], [0.19, -0.02, -0.06], [0.02, -0.02, 0.02], [0.02, 0.04, 0.00], [-0.04, 0.00, -0.04], [-0.02, -0.07, 0.10], [-0.06, 0.01, -0.04], [-0.05, 0.03, 0.01], [0.00, -0.05, -0.01], [0.00, -0.01, 0.05], [0.00, 0.03, -0.02], [-0.03, 0.03, 0.06], [0.03, 0.00, 0.00], [0.01, -0.02, 0.01], [0.00, 0.00, -0.02], [0.06, 0.02, 0.04], [0.00, 0.00, 0.01], [0.00, 0.00, -0.02], [0.00, -0.02, 0.01], [-0.02, 0.02, 0.00], [-0.08, 0.02, 0.02], [0.02, -0.02, -0.03], [0.03, 0.00, -0.02], [0.01, -0.01, 0.00], [0.00, 0.01, 0.01], [0.00, 0.01, -0.01], [0.02, 0.01, -0.01], [-0.01, 0.01, -0.01], [0.04, 0.00, 0.02], [-0.01, 0.02, -0.01], [0.01, 0.01, 0.00], [-0.02, 0.00, 0.00], [0.00, 0.00, -0.01], [0.02, 0.03, 0.00], [-0.02, -0.04, -0.01], [-0.01, -0.02, 0.01], [0.00, -0.01, -0.01], [0.01, 0.01, 0.02], [-0.02, -0.02, -0.01], [-0.01, 0.01, 0.03], [0.03, -0.02, 0.01], [0.03, 0.00, -0.03], [0.09, 0.02, -0.03], [-0.02, 0.00, 0.01], [0.09, -0.07, 0.01], [0.00, -0.02, -0.02], [0.01, 0.02, 0.00], [-0.02, -0.01, 0.01], [0.01, -0.01, -0.09], [0.02, -0.06, 0.22], [-0.10, 0.06, -0.21], [-0.08, -0.11, 0.09], [0.02, 0.07, -0.04], [-0.10, -0.09, 0.25], [-0.02, -0.02, -0.19], [0.19, 0.15, -0.01], [0.11, 0.02, -0.39], [-0.29, -0.12, 0.08], [0.05, 0.08, 0.45], [-0.53, -0.18, -0.08], [0.57, 0.12, -0.37], [-0.15, -0.12, 0.22], [-0.25, -0.15, -0.64], [0.52, 0.35, 0.37], [0.00, -0.01, -0.01], [0.02, 0.02, 0.01], [0.03, 0.18, -0.29], [-0.06, -0.15, 0.50], [0.12, -0.25, -0.15], [0.08, -0.06, -0.01], [0.00, -0.04, -0.13], [0.01, -0.02, -0.02], [0.01, -0.04, 0.07], [0.00, -0.03, -0.04], [0.01, 0.09, 0.13], [0.00, 0.02, 0.10], [-0.18, 0.07, 0.06], [-0.10, 0.05, 0.01], [-0.03, 0.04, 0.04], [0.00, 0.00, 0.02], [0.01, -0.01, -0.01], [0.00, -0.02, -0.01]],
  "lowdin_spin": [0.000, 0.000, 0.000, 0.000, 0.000, 0.000, 0.000, 0.000, 0.000, 0.000, 0.000, 0.000, 0.000, 0.000, 0.000, 0.000, 0.000, 0.000, 0.000, 0.000, 0.000, 0.000, 0.000, 0.000, 0.000, 0.000, 0.000, 0.001, 0.001, 0.000, 0.000, 0.000, 0.000, 0.000, 0.000, 0.000, 0.000, 0.000, 0.000, 0.000, 0.000, 0.000, 0.000, 0.000, 0.000, 0.000, 0.000, 0.000, 0.000, 0.000, 0.000, 0.000, 0.000, 0.000, 0.000, 0.000, 0.000, 0.000, 0.000, 0.000, 0.000, 0.000, 0.000, 0.000, 0.000, 0.001, 0.001, 0.000, 0.000, 0.000, -0.001, 0.001, 0.001, 0.014, 0.051, 0.020, 0.127, 0.013, 0.011, 0.006, 0.293, 0.213, 0.208, 0.006, 0.015, -0.005, 0.003, 0.013, 0.001, 0.001, 0.001, 0.000, 0.000, 0.000, 0.000, 0.000, 0.000, 0.003, 0.000, 0.000, 0.000, 0.000, 0.000, 0.000]
}

=====

# 2
{
  "formula": "C40H49Al2Br4F6MgN7O11PS2",
  "method": "ωB97M-V/def2-TZVPD",
  "homo_lumo_gap_ev": 2.99,
  "total_energy_ev": -421274.0214,
  "charge": 3,
  "lumo_ev": -10.88,
  "homo_ev": -13.9,
  "species": ["C", "C", "O", "N", "C", "C", "C", "S", "C", "F", "C", "N", "N", "C", "C", "C", "C", "C", "C", "C", "Br", "H", "H", "H", "H", "H", "H", "H", "H", "H", "H", "H", "H", "H", "H", "H", "H", "H", "H", "H", "H", "N", "C", "C", "C", "C", "C", "H", "H", "H", "H", "H", "C", "Br", "Br", "Br", "H", "F", "C", "N", "C", "C", "C", "C", "C", "C", "C", "C", "N", "C", "C", "C", "H", "H", "H", "H", "H", "H", "H", "H", "H", "H", "H", "H", "H", "H", "F", "Al", "F", "F", "F", "C", "C", "C", "C", "C", "C", "N", "O", "O", "H", "H", "H", "H", "H", "O", "P", "O", "O", "O", "Mg", "C", "C", "O", "S", "O", "O", "O", "H", "H", "H", "H", "Al"],
  "positions_angstrom": [[-0.5014, -5.6203, -0.1051], [-1.7691, -6.1137, -0.7069], [-2.2585, -7.1931, -0.3152], [-2.4629, -5.4135, -1.6431], [-3.1251, -6.2742, -2.6674], [-1.7315, -4.3055, -2.2027], [-0.7035, -4.4513, -3.1329], [-0.1807, -6.0329, -3.6515], [-0.1012, -3.3088, -3.6463], [0.8779, -3.4027, -4.5222], [-0.5085, -2.0846, -3.2213], [-1.4705, -1.9431, -2.2899], [-1.8059, -0.6617, -1.9149], [-1.0542, 0.0154, -1.0918], [-1.3488, 0.2867, 0.3417], [0.2155, 0.6623, -1.5520], [-2.0970, -3.0231, -1.7834], [-3.1686, -2.8092, -0.7647], [-4.4344, -2.0771, -1.3196], [-5.5630, -3.0663, -1.5461], [-4.9986, -0.8350, 0.0829], [-0.0152, -6.3650, 0.5143], [-0.7290, -4.7940, 0.5735], [0.2210, -5.2465, -0.8222], [-4.0941, -6.6027, -2.3094], [-3.3147, -5.6478, -3.5324], [-2.5300, -7.1330, -2.9533], [1.0610, -5.7426, -4.0710], [-0.0464, -1.2016, -3.6519], [-0.8896, -0.5281, 0.9237], [-2.4159, 0.2213, 0.5555], [-0.9609, 1.2558, 0.6213], [0.9398, -0.1449, -1.7398], [0.0063, 1.1935, -2.5623], [0.6153, 1.3648, -0.7776], [-2.7495, -2.1735, 0.0109], [-3.4948, -3.7192, -0.2800], [-4.1592, -1.5543, -2.2251], [-5.7031, -3.7149, -0.6867], [-5.3924, -3.6748, -2.4349], [-6.4674, -2.4901, -1.7139], [-4.9052, 0.0492, -6.2362], [-4.1715, -0.3331, -7.2773], [-2.9347, -0.9566, -7.1641], [-2.4319, -1.1904, -5.8966], [-3.1873, -0.7903, -4.7962], [-4.4115, -0.1812, -5.0239], [-4.6016, -0.1290, -8.2509], [-2.3857, -1.2501, -8.0477], [-1.4701, -1.6726, -5.7633], [-2.8307, -0.9352, -3.7798], [-5.0332, 0.1485, -4.1961], [2.9416, -6.6828, 2.8049], [3.0429, -5.4037, 1.3556], [1.1070, -7.0945, 3.2555], [3.9585, -8.2554, 2.4318], [3.3798, -6.2137, 3.6744], [0.5126, 2.0454, 1.8198], [5.7232, 4.7166, 10.4470], [4.5436, 4.7090, 9.5491], [3.4466, 5.4007, 9.8990], [2.3423, 5.4362, 9.0787], [2.3670, 4.7479, 7.8679], [3.5077, 4.0354, 7.5467], [4.5843, 4.0280, 8.4006], [1.2356, 4.7587, 6.9136], [1.4130, 5.1922, 5.6029], [0.3675, 5.1302, 4.7110], [-0.8288, 4.6575, 5.0903], [-1.0396, 4.2606, 6.3570], [-0.0286, 4.3018, 7.2837], [-1.9335, 4.5507, 4.1097], [5.4063, 4.3445, 11.4177], [6.0933, 5.7366, 10.5217], [6.4897, 4.0671, 10.0348], [3.4785, 5.9249, 10.8433], [1.4799, 6.0114, 9.3857], [3.5727, 3.4657, 6.6309], [5.4842, 3.4650, 8.1695], [2.3656, 5.5769, 5.2661], [0.4747, 5.4493, 3.6849], [-2.0283, 3.8967, 6.5984], [-0.2250, 3.9509, 8.2876], [-2.7820, 5.1187, 4.4817], [-2.1893, 3.5002, 4.0019], [-1.6096, 4.9512, 3.1556], [6.3606, 1.3751, 8.5787], [6.0448, 0.9134, 10.2038], [7.1868, 1.6437, 11.1990], [6.0580, -0.7502, 10.3594], [4.5014, 1.5435, 10.6029], [-3.8605, 3.9782, -6.1082], [-3.9099, 5.3445, -5.8563], [-3.0239, 5.9186, -4.9583], [-2.0965, 5.1090, -4.3287], [-2.0368, 3.7502, -4.5640], [-2.9262, 3.1814, -5.4587], [-1.1369, 5.7021, -3.3856], [-1.2122, 6.8895, -3.1687], [-0.3186, 4.9585, -2.8656], [-4.5505, 3.5341, -6.8136], [-4.6378, 5.9630, -6.3621], [-3.0622, 6.9796, -4.7609], [-1.3104, 3.1307, -4.0637], [-2.8866, 2.1185, -5.6534], [1.6272, 1.8656, -4.8728], [0.4654, 0.9214, -5.1328], [-0.2101, 1.3740, -6.4169], [-0.5249, 0.9440, -3.9693], [1.0284, -0.4833, -5.3205], [1.6213, 0.7560, 0.9620], [4.5583, -3.9924, -5.1232], [4.0733, -2.6308, -4.6766], [4.7197, -2.4192, -3.4139], [6.1656, -3.1293, -3.4255], [7.1467, -2.1604, -3.7263], [6.2450, -3.9569, -2.2775], [5.9295, -4.0404, -4.7223], [4.0266, -4.7973, -4.6057], [4.4694, -4.1343, -6.1966], [2.9976, -2.5842, -4.5569], [4.3954, -1.8475, -5.3646], [-1.8983, -9.1582, 0.2104]],
  "atomic_forces_ev_per_a": [[0.12, 0.65, 0.46], [-0.35, -0.30, 0.47], [0.11, -0.83, -0.03], [2.05, -0.74, -0.98], [-1.15, 0.53, 0.11], [-0.37, 1.29, 0.04], [0.50, -0.91, -0.49], [-0.13, -0.41, 0.10], [-0.44, -0.09, 0.57], [0.03, -0.15, -0.15], [0.69, 0.34, -0.48], [1.29, 0.60, -1.66], [-0.90, -1.54, 3.23], [1.12, 0.75, -1.00], [-1.55, 0.48, -0.49], [0.65, -1.37, 1.69], [-1.08, -0.55, 0.47], [-0.17, 0.99, 0.06], [0.49, -1.09, 0.62], [-0.09, 0.48, -0.32], [-0.04, 0.16, -0.33], [-0.14, -0.28, -0.05], [-0.09, 0.11, 0.00], [-0.04, -0.04, -0.20], [-0.03, -0.10, 0.16], [0.04, 0.02, -0.14], [0.16, -0.05, 0.12], [-0.12, 0.31, -0.03], [-0.25, 0.26, 0.02], [0.14, -0.04, -0.05], [-0.05, -0.03, 0.10], [-0.10, 0.07, 0.42], [0.24, 0.22, -0.68], [0.06, -0.24, -0.51], [-0.10, 0.26, -0.30], [0.16, 0.01, 0.06], [0.18, -0.27, -0.11], [-0.31, 0.51, 0.07], [-0.07, 0.00, 0.13], [0.13, -0.04, -0.07], [-0.26, -0.20, -0.07], [0.07, -0.02, 0.00], [-0.11, 0.08, -0.08], [0.09, -0.05, 0.04], [-0.23, 0.02, 0.25], [0.11, -0.22, -0.15], [-0.08, 0.01, 0.14], [0.06, -0.03, -0.04], [0.00, 0.04, -0.02], [0.04, 0.06, -0.10], [-0.24, 0.27, -0.46], [0.05, 0.01, 0.03], [0.10, -0.17, 0.07], [-0.02, 0.02, -0.04], [-0.01, 0.03, -0.04], [-0.08, 0.05, -0.06], [-0.05, 0.08, 0.00], [1.80, -1.54, -0.64], [0.04, -0.07, 0.13], [0.06, 0.03, -0.07], [-0.08, -0.08, -0.08], [-0.20, 0.02, 0.04], [0.25, 0.06, 0.15], [-0.12, -0.05, -0.33], [0.38, -0.26, 0.08], [-0.23, 0.01, -0.01], [0.13, -0.04, -0.01], [0.12, 0.00, 0.08], [-0.04, 0.07, -0.19], [0.03, -0.03, 0.04], [0.02, 0.00, 0.19], [0.01, 0.01, 0.15], [0.09, -0.10, 0.00], [-0.03, 0.01, 0.00], [-0.04, -0.10, 0.08], [0.06, -0.03, 0.02], [0.01, 0.02, 0.02], [0.05, -0.02, 0.01], [0.00, -0.11, 0.23], [0.00, 0.02, 0.01], [-0.10, -0.01, -0.02], [-0.03, 0.02, -0.05], [0.01, 0.01, 0.01], [-0.04, -0.02, -0.04], [-0.07, 0.01, -0.03], [0.03, 0.03, 0.01], [-0.34, 0.42, 0.09], [0.14, -0.45, 0.24], [-0.16, 0.34, -0.18], [-0.12, 0.06, -0.16], [0.12, 0.39, -0.37], [0.00, 0.03, 0.02], [0.04, -0.16, 0.01], [-0.13, 0.25, -0.05], [-0.07, -0.04, -0.12], [0.08, -0.28, 0.03], [-0.14, 0.11, -0.07], [-0.06, -0.05, -0.02], [0.02, 0.07, 0.05], [0.01, -0.05, 0.12], [-0.01, 0.00, 0.01], [0.01, 0.03, 0.00], [0.11, 0.00, 0.06], [0.04, 0.07, 0.03], [0.06, -0.01, 0.00], [0.23, 0.12, -0.74], [-0.99, -0.56, 1.18], [0.62, 0.32, -0.32], [0.02, -0.04, 0.00], [0.29, 0.17, -0.17], [-1.76, 1.88, 0.35], [-0.30, -0.26, 0.15], [0.20, 0.33, -0.46], [-0.19, -0.33, 0.16], [-0.07, -0.13, -0.30], [0.21, 0.03, 0.08], [-0.03, 0.07, 0.20], [-0.05, 0.36, 0.06], [-0.02, 0.01, -0.02], [0.26, 0.00, -0.02], [0.01, 0.09, 0.16], [-0.04, -0.02, -0.04], [-0.12, 0.42, -0.04]],
  "lowdin_charge": [0.014, -0.439, -0.233, -0.011, -0.001, -0.185, -0.418, 1.005, -0.254, 0.112, 0.073, -0.005, 0.128, -0.281, -0.039, -0.029, -0.069, -0.157, -0.694, -0.132, 0.780, 0.039, 0.115, 0.076, 0.108, 0.112, 0.070, -0.076, 0.104, 0.107, 0.044, 0.052, 0.100, 0.084, 0.040, 0.071, 0.115, 0.059, 0.083, 0.085, 0.078, 0.076, -0.126, -0.046, -0.084, -0.085, -0.159, 0.116, 0.114, 0.087, 0.050, 0.109, -1.624, 0.542, 0.566, 0.647, -0.022, -0.530, 0.061, -0.046, 0.032, 0.054, -0.143, 0.053, 0.034, -0.119, 0.055, 0.020, -0.079, 0.018, 0.064, 0.047, 0.123, 0.116, 0.102, 0.161, 0.140, 0.140, 0.141, 0.145, 0.152, 0.158, 0.148, 0.117, 0.109, 0.104, -0.202, -0.172, -0.169, -0.166, -0.200, -0.050, -0.051, 0.003, -0.147, -0.012, -0.059, -0.354, 0.092, 0.039, 0.111, 0.114, 0.123, 0.081, 0.083, -0.014, -0.033, 0.003, -0.341, -0.153, 1.350, -0.161, -0.168, -0.210, 0.602, -0.191, -0.222, -0.170, 0.124, 0.143, 0.097, 0.145, 0.963]
}